# 1
14
Properties=species:S:1:pos:R:3:forces:R:3 method="wB97M-V/def2-TZVPD" relative_energy_kj_mol=218.62 homo_lumo_gap_ha=0.366 total_energy_ha=-395.12174 lumo_ev=0.51
O -0.3705 -0.2748 -1.1692 0.2 0.1 0.0
O -1.6736 0.2086 0.6434 0.5 -0.8 -0.4
N -2.5645 -0.0637 -1.3849 -1.3 -0.2 -0.3
N 0.8156 0.2441 1.5429 0.0 -0.2 0.7
N 1.9437 -0.0616 -0.5258 2.5 -0.3 2.5
C 1.8590 0.0530 0.7552 -1.4 1.9 3.2
C -1.4850 -0.0593 -0.5730 0.3 0.7 0.6
H 0.8530 -0.1224 -0.8472 -1.4 -0.7 -1.4
H 2.8268 0.0804 1.2871 -0.4 0.2 0.5
H 1.0594 0.6180 2.4483 -0.2 -0.4 0.0
H 2.8887 -0.3244 -0.1762 0.7 -0.9 -4.7
H -3.4503 -0.2651 -0.9435 0.2 0.4 -0.2
H -0.2114 0.0626 1.3309 0.3 0.6 -0.5
H -2.4910 -0.0953 -2.3880 0.2 -0.3 0.3

***

# 2
20
Properties=species:S:1:pos:R:3:forces:R:3 method="wB97M-V/def2-TZVPD" relative_energy_kj_mol=240.02 homo_lumo_gap_ha=0.331 total_energy_ha=-328.22743 lumo_ev=0.89
O 3.0322 2.1332 -1.8838 0.3 0.8 1.1
N -0.4624 0.0413 -0.6681 3.7 0.1 1.3
C -0.0885 0.8692 0.5445 -3.1 -2.3 -1.2
C -1.8020 0.0315 -1.0407 -0.6 -0.6 0.1
C -0.5831 -0.0880 1.6435 2.2 2.4 3.2
C -0.0267 -1.3197 -0.2468 -0.6 0.4 -0.9
C 0.0582 -1.4221 1.2877 -1.5 0.3 -0.2
H 3.1998 1.4113 -2.5011 0.6 0.1 0.6
H -2.3000 0.8082 -0.5748 -1.2 2.2 0.5
H 0.9284 1.0252 0.4628 2.2 0.4 0.3
H -0.2240 0.2885 2.7034 -0.8 -0.7 -1.8
H -0.6380 1.7753 0.5008 -0.3 1.0 0.1
H -2.2109 -0.7980 -0.5249 -1.4 -1.3 -0.2
H 3.7497 2.3182 -1.2139 -1.0 -1.0 -1.7
H -0.3800 -2.2556 1.8493 -0.2 0.0 -0.6
H 1.1235 -1.4847 1.4390 0.3 0.5 0.9
H 0.9865 -1.4354 -0.5216 0.9 -0.5 -1.2
H -1.6723 0.0133 1.6491 0.1 -0.8 0.0
H -1.9794 0.0324 -2.1031 -0.1 -0.1 -0.4
H -0.7111 -1.9441 -0.8013 0.3 -1.0 0.2

***

Please write out number 1 again, unchanged.
14
Properties=species:S:1:pos:R:3:forces:R:3 method="wB97M-V/def2-TZVPD" relative_energy_kj_mol=218.62 homo_lumo_gap_ha=0.366 total_energy_ha=-395.12174 lumo_ev=0.51
O -0.3705 -0.2748 -1.1692 0.2 0.1 0.0
O -1.6736 0.2086 0.6434 0.5 -0.8 -0.4
N -2.5645 -0.0637 -1.3849 -1.3 -0.2 -0.3
N 0.8156 0.2441 1.5429 0.0 -0.2 0.7
N 1.9437 -0.0616 -0.5258 2.5 -0.3 2.5
C 1.8590 0.0530 0.7552 -1.4 1.9 3.2
C -1.4850 -0.0593 -0.5730 0.3 0.7 0.6
H 0.8530 -0.1224 -0.8472 -1.4 -0.7 -1.4
H 2.8268 0.0804 1.2871 -0.4 0.2 0.5
H 1.0594 0.6180 2.4483 -0.2 -0.4 0.0
H 2.8887 -0.3244 -0.1762 0.7 -0.9 -4.7
H -3.4503 -0.2651 -0.9435 0.2 0.4 -0.2
H -0.2114 0.0626 1.3309 0.3 0.6 -0.5
H -2.4910 -0.0953 -2.3880 0.2 -0.3 0.3